[1]
ORCA calculation (ωB97M-V/def2-TZVPD) on a structure of composition C17H27N6O3OsP in a non-equilibrium geometry.

Kohn-Sham gap (alpha / beta) = 4.9 / 4.7 eV
total charge = +4
HOMO level (alpha / beta) = -0.7564 / -0.7548 Ha

Element x y z (Å)
Os 0.231 -0.090 -0.875
N 0.003 -0.182 -3.102
C -0.950 -1.205 -3.418
C -1.614 -1.296 -4.640
C -2.401 -2.404 -4.908
C -2.512 -3.444 -3.967
C -1.889 -3.343 -2.690
C -1.997 -4.335 -1.697
C -1.416 -4.108 -0.458
C -0.770 -2.903 -0.216
N -0.644 -1.931 -1.146
C -1.156 -2.180 -2.393
H 0.936 -0.524 -3.372
H -0.158 0.656 -3.664
H -1.489 -0.533 -5.402
H -2.907 -2.479 -5.864
H -3.089 -4.333 -4.204
H -2.526 -5.260 -1.900
H -1.472 -4.847 0.330
H -0.351 -2.716 0.764
C 2.200 0.212 3.977
C 2.004 -0.828 2.908
O 1.346 -0.250 1.705
P -0.169 0.067 1.455
O -0.623 1.446 2.058
C -0.752 2.760 1.450
C -1.853 2.843 0.415
O -0.970 -0.954 2.317
C -2.209 -0.728 3.092
C -2.536 -1.973 3.867
H 2.715 -0.258 4.816
H 1.257 0.610 4.354
H 2.817 1.037 3.622
H 1.406 -1.667 3.259
H 2.949 -1.207 2.528
H 0.220 3.062 1.057
H -0.995 3.410 2.288
H -1.694 2.145 -0.413
H -1.885 3.855 0.009
H -2.828 2.633 0.854
H -3.015 -0.465 2.406
H -2.044 0.120 3.753
H -2.782 -2.816 3.217
H -3.406 -1.778 4.492
H -1.706 -2.289 4.500
N 5.046 4.073 -2.055
C 4.088 4.018 -1.157
N 3.903 4.976 -0.274
N 3.283 2.926 -1.168
C 2.357 2.183 -0.998
N 1.453 1.387 -0.883
H 5.706 4.841 -2.079
H 5.197 3.325 -2.714
H 4.488 5.803 -0.281
H 3.199 4.939 0.445

---

[2]
ORCA calculation (ωB97M-V/def2-TZVPD) on the molecule C4H3NO2 in a non-equilibrium geometry.

Kohn-Sham gap = 10.9 eV
HOMO level = -0.3942 Ha
ΔE to the lowest compared entry with this formula, charge and spin = 81.4 kcal per mole

Element x y z (Å)
C 0.553 2.075 -0.102
C -0.115 0.974 -0.184
C -0.763 0.271 1.069
N -1.301 -0.430 1.868
O -0.036 0.045 -1.286
C 0.432 -1.274 -0.972
O 0.833 -1.636 0.043
H 0.463 2.454 0.765
H 0.893 2.921 -0.903
H 0.719 -1.910 -1.863

---

[3]
ORCA calculation (ωB97M-V/def2-TZVPD) on a cluster of 2 separate species, C5H11N2O2 in total in a non-equilibrium geometry.

Kohn-Sham gap (alpha / beta) = 7.4 / 7.4 eV
total charge = -1
HOMO level (alpha / beta) = -0.1522 / -0.1480 Ha
ΔE to the lowest compared entry with this formula, charge and spin = 121.5 kcal per mole

Element x y z (Å)
C -2.164 -0.576 0.341
C -0.269 -0.556 -1.374
C -0.759 1.497 0.088
C 0.096 -0.584 1.036
C -0.738 -0.099 0.000
N 2.319 0.752 -0.083
N 3.452 0.174 0.004
O 4.428 0.755 -0.473
O 3.637 -0.916 0.638
H -2.962 -0.032 -0.167
H -2.313 -0.365 1.406
H -2.385 -1.573 0.117
H -0.791 -1.483 -1.716
H -0.451 0.285 -2.079
H 0.772 -0.835 -1.275
H -1.574 1.867 -0.489
H 0.160 1.838 -0.098
H -0.979 1.838 1.150
H 0.585 -1.641 0.898
H -0.066 -0.347 2.077

---

[4]
ORCA calculation (ωB97M-V/def2-TZVPD) on a structure of composition C20H8Br2ClF8MoN2O4Se in a non-equilibrium geometry.

spin multiplicity = 3
Kohn-Sham gap (alpha / beta) = 6.8 / 6.5 eV
total charge = +1
HOMO level (alpha / beta) = -0.4163 / -0.4271 Ha
ΔE to the lowest compared entry with this formula, charge and spin = 0.0 kcal per mole
⟨S²⟩ = 2.02

Element x y z (Å)
Mo 0.712 0.912 -0.078
Br -1.254 -0.487 6.276
C -0.626 -0.102 4.572
C -0.781 1.189 4.111
C -0.373 1.437 2.850
N 0.172 0.508 2.054
C 0.340 -0.707 2.555
C -0.004 -1.085 3.837
C 0.969 -1.633 1.591
C 1.494 -2.829 2.022
C 2.139 -3.611 1.086
Br 2.974 -5.198 1.512
C 2.212 -3.120 -0.216
C 1.694 -1.902 -0.573
N 1.066 -1.132 0.337
H -1.306 1.933 4.685
H -0.508 2.502 2.477
H 0.173 -2.055 4.280
H 1.416 -3.153 3.030
H 2.707 -3.700 -1.021
H 1.746 -1.601 -1.608
F -5.554 -1.520 -2.893
C -4.553 -0.807 -2.400
C -4.340 0.478 -2.838
F -5.090 1.009 -3.781
C -3.410 1.230 -2.168
F -3.385 2.546 -2.459
C -2.573 0.749 -1.194
Se -1.491 1.991 -0.231
C -2.732 -0.610 -0.882
F -1.910 -1.154 0.037
C -3.707 -1.380 -1.465
F -3.921 -2.658 -1.174
Cl 3.469 0.828 -0.336
C 3.720 2.549 0.003
C 2.602 3.135 0.853
O 2.797 4.181 1.337
O 1.415 2.483 0.833
H 3.809 3.098 -0.907
H 4.643 2.550 0.567
F 1.489 -0.376 -4.550
C 0.736 0.701 -4.185
F 1.315 1.736 -4.763
F -0.497 0.516 -4.610
C 0.745 0.842 -2.622
O 0.148 -0.048 -1.945
O 1.312 1.761 -2.009

---

What is the formula in the fourth record?
C20H8Br2ClF8MoN2O4Se